# 1
ORCA calculation (the ωB97M-V functional and the def2-TZVPD basis) on a structure of composition C20H39Al2BrCaF7N2O8Si2 in a non-equilibrium geometry.

```
! wB97M-V def2-TZVPD RIJCOSX def2/J DEFGRID3
* xyz -1 1
C -4.74 3.04 0.26
C -4.23 1.57 -0.28
F -2.72 1.49 -0.28
Si -4.75 1.20 -2.13
O -4.23 -0.50 -2.41
Si -2.99 -0.57 -3.66
H -5.89 3.11 0.46
H -4.22 3.22 1.31
H -4.34 3.91 -0.45
H -4.62 0.67 0.39
H -4.07 2.15 -3.00
H -6.20 1.19 -2.32
H -1.83 0.27 -3.42
H -2.51 -1.97 -3.67
H -3.53 -0.26 -4.99
Ca -2.22 -3.61 -4.12
F 3.51 0.83 0.36
C 2.45 1.55 0.74
C 1.18 1.00 0.64
C 0.07 1.75 1.04
C 0.25 3.05 1.52
C 1.53 3.60 1.60
C 2.64 2.84 1.21
H 1.05 -0.01 0.26
H -0.93 1.33 0.98
H -0.61 3.64 1.83
H 1.67 4.61 1.97
H 3.64 3.25 1.28
N 5.88 4.91 1.10
O 5.52 5.66 0.17
O 5.11 4.69 2.04
O 7.01 4.39 1.08
C 3.34 -5.22 -0.23
C 2.47 -5.55 1.00
C 3.22 -5.14 2.29
C 3.34 -3.64 2.53
C 2.22 -2.82 1.91
C 0.91 -3.61 1.65
N 1.23 -4.77 0.79
O 0.12 -5.53 0.47
C -0.02 -2.65 0.86
C 0.22 -3.94 2.99
C 2.32 -7.09 1.06
H 2.85 -5.53 -1.16
H 4.31 -5.74 -0.18
H 3.55 -4.15 -0.32
H 2.70 -5.59 3.16
H 4.22 -5.59 2.30
H 3.38 -3.46 3.61
H 4.30 -3.29 2.14
H 2.03 -1.95 2.54
H 2.59 -2.42 0.96
H 0.40 -2.41 -0.13
H -0.15 -1.70 1.39
H -1.02 -3.07 0.71
H 0.02 -3.02 3.55
H 0.83 -4.58 3.63
H -0.74 -4.45 2.84
H 3.30 -7.58 1.15
H 1.86 -7.50 0.15
H 1.71 -7.40 1.92
C -8.33 0.24 -4.39
O -7.79 -0.93 -4.99
H -9.02 0.71 -5.09
H -8.87 -0.04 -3.48
H -7.53 0.93 -4.15
H -7.18 -1.32 -4.34
Al 2.63 -4.59 4.68
Br 8.46 3.11 0.34
C -5.58 6.67 -1.24
C -6.51 5.80 -2.06
O -5.97 4.82 -2.64
O -7.72 6.17 -2.06
H -4.55 6.30 -1.28
H -5.60 7.70 -1.63
H -5.90 6.68 -0.20
F 1.94 -9.71 1.11
F 7.42 7.69 -0.73
Al 9.03 6.97 -0.34
F 9.19 5.37 -1.14
F 9.17 6.76 1.45
F 10.33 8.07 -0.92
*
```

Results
DFT total energy (a.u.): -6511.0353
Kohn-Sham gap (Eh): 0.0590
HOMO level (eV): -5.091
LUMO energy (eV): -3.5

# 2
ORCA calculation (the ωB97M-V functional and the def2-TZVPD basis) on a structure of composition C20H39As3BaF5O in a non-equilibrium geometry.

```
! wB97M-V def2-TZVPD RIJCOSX def2/J DEFGRID3
* xyz -1 1
Ba -1.77 -1.67 -0.30
C 1.61 -0.98 -1.65
As 1.91 0.23 -0.09
C 3.49 -0.92 0.42
C 2.78 1.68 -1.22
C 2.09 3.03 -0.96
C 2.77 4.09 -1.90
C 0.57 3.01 -1.33
As -0.75 1.67 -0.76
C -1.45 2.68 0.83
C -2.32 2.15 -1.82
C 2.37 3.40 0.50
As 2.44 5.33 0.93
C 2.70 4.95 2.94
C 4.33 5.81 0.67
H 1.56 -2.04 -1.27
H 2.38 -0.89 -2.44
H 0.57 -0.75 -2.08
H 3.78 -1.44 -0.49
H 3.27 -1.66 1.17
H 4.30 -0.30 0.85
H 2.81 1.37 -2.29
H 3.79 1.78 -0.86
H 2.73 3.68 -2.92
H 3.84 4.25 -1.61
H 2.19 5.01 -1.94
H 0.49 2.92 -2.42
H 0.21 4.01 -1.03
H -1.68 3.70 0.45
H -0.67 2.68 1.60
H -2.33 2.24 1.28
H -2.79 3.02 -1.29
H -2.96 1.28 -1.76
H -2.02 2.36 -2.84
H 3.37 3.08 0.72
H 1.69 2.94 1.24
H 1.72 4.99 3.34
H 3.30 5.80 3.30
H 3.20 3.99 3.04
H 4.55 6.21 -0.36
H 4.94 4.94 0.84
H 4.55 6.52 1.43
F -0.50 0.07 2.31
C -1.45 -0.94 2.29
F -0.87 -2.05 2.85
C -2.65 -0.52 3.11
F -2.38 -0.08 4.34
F -3.57 -1.54 3.12
F -3.28 0.50 2.46
C -5.41 -1.20 -1.54
O -4.15 -1.23 -0.91
H -5.40 -1.05 -2.66
H -6.07 -0.38 -1.18
H -5.91 -2.18 -1.45
C -2.49 -6.51 -1.44
C -1.68 -6.11 -0.18
C -2.68 -5.92 0.97
C -0.49 -7.05 0.14
C -0.96 -4.89 -0.51
C -0.18 -3.98 -0.82
H -3.19 -7.32 -1.16
H -1.85 -6.79 -2.31
H -3.09 -5.61 -1.69
H -3.31 -6.82 1.04
H -3.33 -5.02 0.74
H -2.15 -5.68 1.92
H -0.83 -8.10 0.39
H 0.11 -6.76 1.02
H 0.21 -6.98 -0.72
*
```

Results
DFT total energy (a.u.): -8092.7291
Kohn-Sham gap (Eh): 0.2526
HOMO level (eV): -4.549
LUMO energy (eV): 2.3

# 3
ORCA calculation (the ωB97M-V functional and the def2-TZVPD basis) on a structure of composition C20H39BIN6O7 in a non-equilibrium geometry.

```
! wB97M-V def2-TZVPD RIJCOSX def2/J DEFGRID3
* xyz 1 1
C -5.99 2.13 -1.68
N -6.92 1.05 -1.20
C -8.07 1.07 -2.20
B -6.30 -0.31 -1.26
O -6.85 -1.35 -0.42
C -5.07 -0.59 -2.32
C -3.61 -0.20 -1.94
C -2.49 -0.45 -3.01
C -1.01 -0.01 -2.63
O -0.30 0.55 -3.52
O -0.45 -0.16 -1.32
I -0.14 -2.11 -0.87
C -2.93 -1.08 -4.36
C -4.43 -1.46 -4.61
N -5.43 -1.19 -3.58
H -5.74 2.04 -2.81
H -6.47 3.18 -1.56
H -4.98 2.14 -1.13
H -7.67 1.15 -3.29
H -8.62 2.06 -2.01
H -8.74 0.15 -2.12
H -6.13 -1.94 -0.10
H -3.44 0.28 -0.92
H -2.17 -1.28 -5.18
H -4.79 -1.91 -5.61
H -6.41 -1.45 -3.81
C 3.96 3.43 -0.63
C 4.31 1.98 -0.46
O 5.38 1.61 0.01
N 3.39 1.05 -0.85
C 2.08 1.26 -1.43
H 4.78 4.04 -0.27
H 3.79 3.66 -1.68
H 3.07 3.67 -0.04
H 3.70 0.10 -0.71
H 1.34 0.79 -0.78
H 2.06 0.78 -2.41
H 1.85 2.32 -1.54
C 5.40 -0.92 1.51
C 4.72 -2.00 2.32
O 3.72 -1.77 3.00
N 5.24 -3.25 2.27
C 6.39 -3.72 1.54
H 4.87 0.02 1.65
H 6.43 -0.79 1.85
H 5.38 -1.18 0.45
H 4.73 -3.92 2.84
H 6.07 -4.52 0.86
H 7.11 -4.13 2.25
H 6.87 -2.93 0.96
C -2.12 -5.14 1.23
C -1.00 -5.98 0.68
O -0.43 -5.71 -0.38
N -0.61 -7.07 1.39
C -1.14 -7.57 2.64
H -2.32 -4.31 0.55
H -3.03 -5.74 1.31
H -1.85 -4.74 2.20
H 0.15 -7.58 0.95
H -0.33 -7.59 3.37
H -1.50 -8.58 2.48
H -1.95 -6.95 3.02
C 1.82 7.12 1.73
C 2.67 5.93 2.10
O 2.60 4.87 1.48
N 3.52 6.06 3.15
C 3.74 7.21 4.00
H 1.19 6.87 0.88
H 1.17 7.40 2.57
H 2.46 7.97 1.45
H 4.05 5.22 3.33
H 4.80 7.49 3.92
H 3.52 6.92 5.03
H 3.12 8.06 3.71
*
```

Results
DFT total energy (a.u.): -1962.9136
Kohn-Sham gap (Eh): 0.1832
HOMO level (eV): -10.321
LUMO energy (eV): -5.3

# 4
ORCA calculation (the ωB97M-V functional and the def2-TZVPD basis) on a cluster of 3 separate species, C20H39Cl2N2O9P in total in a non-equilibrium geometry.

```
! wB97M-V def2-TZVPD RIJCOSX def2/J DEFGRID3
* xyz 0 1
C -0.83 -5.30 -2.43
C 0.31 -4.64 -1.52
C -0.12 -3.18 -0.98
N -0.22 -2.22 -2.11
C -0.97 -0.97 -1.78
P -2.74 -1.44 -2.27
O -3.72 -0.25 -2.21
O -2.87 -2.08 -3.83
O -3.41 -2.62 -1.23
C -0.74 -0.26 -0.38
C -1.49 -0.75 0.93
Cl -3.28 -0.28 0.97
C -0.85 -0.05 2.23
C 0.71 -0.35 2.40
Cl -1.67 -0.63 3.80
N -1.28 1.12 -0.70
C -0.47 1.50 -1.87
O -0.06 2.65 -2.10
C -0.21 0.13 -2.70
C -1.02 0.44 -4.05
C -0.36 1.55 -5.00
C 0.21 0.98 -6.39
O 1.54 1.48 -6.67
C 1.31 -0.10 -3.06
O 2.14 -0.42 -1.91
O 3.36 0.22 -2.00
H -1.65 -4.56 -2.73
H -0.34 -5.61 -3.42
H -1.31 -6.23 -1.98
H 1.23 -4.47 -2.16
H 0.53 -5.36 -0.68
H 0.74 -2.81 -0.31
H -1.07 -3.34 -0.39
H -0.53 -2.67 -2.98
H -3.11 -1.34 -4.43
H -3.23 -3.50 -1.62
H 0.36 -0.02 -0.21
H -1.45 -1.86 1.12
H -1.09 1.07 2.18
H 1.05 -0.46 3.48
H 1.08 -1.24 1.79
H 1.27 0.58 2.00
H -1.25 1.77 0.08
H -1.01 -0.54 -4.65
H -2.09 0.78 -3.87
H 0.48 2.14 -4.53
H -1.17 2.30 -5.28
H 0.27 -0.16 -6.41
H -0.54 1.27 -7.21
H 2.13 0.95 -6.09
H 1.80 0.81 -3.55
H 1.38 -0.93 -3.85
H 3.59 0.40 -1.06
C -1.87 1.18 6.50
C -1.48 2.56 6.96
O -0.32 2.89 7.07
C -2.60 3.52 7.29
H -0.97 0.60 6.30
H -2.45 0.68 7.27
H -2.45 1.25 5.57
H -3.21 3.12 8.10
H -3.21 3.69 6.40
H -2.17 4.47 7.61
C 3.08 2.58 3.99
C 3.87 2.18 2.77
O 3.33 1.64 1.82
C 5.34 2.47 2.78
H 2.03 2.31 3.85
H 3.46 2.06 4.87
H 3.14 3.66 4.13
H 5.82 1.94 3.60
H 5.51 3.55 2.87
H 5.78 2.13 1.84
*
```

Results
DFT total energy (a.u.): -2833.7378
Kohn-Sham gap (Eh): 0.3522
HOMO level (eV): -9.227
LUMO energy (eV): 0.4

# 5
ORCA calculation (the ωB97M-V functional and the def2-TZVPD basis) on a structure of composition C20H39F2InNO14.

```
! wB97M-V def2-TZVPD RIJCOSX def2/J DEFGRID3
* xyz -1 1
O 0.62 -5.39 -2.18
C -0.26 -4.59 -2.35
N -1.12 -3.78 -2.55
In -2.70 -3.82 -1.06
O -3.74 -2.07 -1.10
F -3.98 -5.25 -1.62
C -1.77 -4.35 0.86
C -1.00 -3.26 1.61
C -0.15 -2.35 0.76
F -0.94 -1.43 0.06
H -3.56 -1.59 -0.29
H -2.55 -4.74 1.51
H -1.09 -5.17 0.68
H -1.65 -2.64 2.22
H -0.30 -3.73 2.30
H 0.55 -1.79 1.38
H 0.42 -2.91 0.02
C -1.34 1.61 7.27
C -0.71 1.26 5.94
O -1.38 0.16 5.31
C -2.51 0.47 4.68
O -3.00 1.57 4.61
O -3.04 -0.65 4.20
C -4.28 -0.49 3.50
H -1.37 0.74 7.92
H -0.75 2.39 7.76
H -2.35 1.99 7.13
H 0.31 0.91 6.07
H -0.70 2.11 5.26
H -4.18 0.25 2.72
H -5.07 -0.21 4.20
H -4.50 -1.46 3.06
C 3.33 -5.67 7.53
C 1.93 -5.24 7.14
O 1.89 -4.72 5.81
C 1.86 -5.64 4.84
O 1.87 -6.83 5.01
O 1.88 -5.01 3.68
C 1.88 -5.87 2.53
H 4.03 -4.85 7.39
H 3.35 -5.97 8.58
H 3.66 -6.52 6.93
H 1.60 -4.41 7.77
H 1.22 -6.06 7.24
H 1.05 -6.57 2.57
H 2.82 -6.41 2.46
H 1.76 -5.22 1.66
C -0.83 -0.13 -3.38
C -0.63 0.98 -2.37
O -0.29 2.24 -3.01
C -1.30 2.93 -3.51
O -2.47 2.65 -3.46
O -0.80 4.00 -4.14
C -1.77 4.81 -4.79
H 0.04 -0.21 -4.03
H -0.96 -1.07 -2.85
H -1.71 0.05 -3.99
H 0.22 0.77 -1.73
H -1.51 1.11 -1.74
H -2.55 5.12 -4.10
H -2.21 4.28 -5.64
H -1.23 5.69 -5.15
C 2.86 4.30 -6.84
C 3.20 5.42 -5.88
O 3.72 6.58 -6.57
C 2.81 7.36 -7.14
O 1.62 7.19 -7.11
O 3.44 8.37 -7.73
C 2.57 9.29 -8.39
H 3.72 4.05 -7.46
H 2.55 3.42 -6.29
H 2.04 4.59 -7.50
H 4.00 5.12 -5.21
H 2.34 5.71 -5.29
H 1.80 9.65 -7.72
H 2.11 8.82 -9.26
H 3.20 10.12 -8.72
*
```

Results
DFT total energy (a.u.): -2283.6389
Kohn-Sham gap (Eh): 0.2850
HOMO level (eV): -5.759
LUMO energy (eV): 2.0

# 6
ORCA calculation (the ωB97M-V functional and the def2-TZVPD basis) on a structure of composition C20H39F6N4O4PTi in a non-equilibrium geometry.

```
! wB97M-V def2-TZVPD RIJCOSX def2/J DEFGRID3
* xyz 1 2
Ti 0.34 -0.26 -0.25
C 3.58 -0.14 3.04
C 2.15 -0.19 2.52
C 1.50 -1.52 2.99
C -0.02 -1.69 3.24
C -0.64 -0.58 4.08
C -0.30 -3.05 3.84
N -0.61 -1.61 1.81
C -2.03 -1.83 1.38
C -2.13 -1.97 -0.15
N -1.62 -0.83 -0.95
C -2.42 0.41 -0.84
C -1.54 1.60 -1.27
O -2.03 2.66 -1.55
O -0.26 1.30 -1.31
C -1.42 -1.13 -2.44
C -2.53 -2.04 -2.96
C -0.04 -1.69 -2.86
C 1.21 -0.78 -3.11
C 0.86 0.34 -4.09
C 2.27 -1.67 -3.76
N 1.74 -0.11 -1.84
C 3.11 -0.31 -1.32
C 3.24 -0.39 0.24
N 2.11 0.18 1.02
C 1.96 1.65 0.97
C 0.54 1.95 1.46
O 0.22 2.97 1.98
O -0.27 0.91 1.25
H 3.57 -0.12 4.13
H 4.10 0.76 2.71
H 4.16 -1.01 2.73
H 1.60 0.62 3.00
H 1.95 -1.70 3.97
H 1.85 -2.35 2.37
H -0.16 -0.58 5.06
H -1.70 -0.78 4.25
H -0.54 0.41 3.64
H 0.13 -3.09 4.84
H 0.13 -3.86 3.26
H -1.37 -3.22 3.95
H -0.43 -0.57 1.71
H -0.01 -2.23 1.26
H -2.63 -1.02 1.78
H -2.38 -2.77 1.82
H -3.19 -2.16 -0.36
H -1.58 -2.86 -0.46
H -2.74 0.57 0.19
H -3.31 0.37 -1.47
H -1.54 -0.15 -2.92
H -2.39 -3.07 -2.64
H -2.52 -2.03 -4.05
H -3.52 -1.70 -2.64
H -0.23 -2.12 -3.85
H 0.23 -2.54 -2.24
H 0.42 -0.07 -5.00
H 1.76 0.88 -4.37
H 0.15 1.05 -3.66
H 1.89 -2.04 -4.71
H 2.53 -2.53 -3.15
H 3.17 -1.09 -3.97
H 1.62 0.88 -2.02
H 3.74 0.49 -1.69
H 3.53 -1.24 -1.70
H 4.18 0.09 0.51
H 3.30 -1.43 0.53
H 2.06 2.00 -0.06
H 2.70 2.18 1.58
F 1.06 -2.26 -0.27
P 1.59 -4.11 -0.15
F 1.97 -5.61 0.00
F 2.54 -3.77 -1.36
F 0.38 -4.36 -1.14
F 2.70 -3.58 0.86
F 0.53 -4.11 1.07
*
```

Results
DFT total energy (a.u.): -3095.6352
Kohn-Sham gap (alpha / beta) (Eh): 0.3205 / 0.3713
HOMO level (alpha / beta) (eV): -11.640 / -12.594
LUMO energy (alpha / beta) (eV): -2.9 / -2.5